C27H76O11 | ωB97M-V/def2-TZVPD

The geometry in ORCA input format:
```
! wB97M-V def2-TZVPD RIJCOSX def2/J DEFGRID3
* xyz 0 1
O 15.322 11.975 7.380
O 14.491 10.837 10.312
O 20.355 14.726 12.698
O 15.563 9.356 12.763
O 9.214 12.205 12.000
O 12.835 8.087 9.043
O 10.657 12.737 14.475
O 19.333 8.520 10.871
O 9.166 14.091 9.610
O 12.181 10.988 15.941
O 16.515 12.298 13.623
C 14.144 11.458 6.755
C 10.992 14.919 13.468
C 15.806 7.916 12.675
C 13.165 9.934 15.642
C 10.790 7.470 10.204
C 13.904 13.176 10.416
C 11.508 13.942 14.445
C 9.292 13.693 8.311
C 16.661 13.875 15.413
C 14.300 9.936 6.622
C 10.472 12.758 8.046
C 17.729 11.585 15.636
C 11.614 8.527 9.574
C 18.290 14.393 11.539
C 15.977 7.425 11.267
C 19.490 13.767 12.219
C 11.720 14.570 15.851
C 18.333 10.538 10.028
C 10.689 9.293 8.562
C 18.677 9.722 11.261
C 12.481 8.577 15.872
C 13.475 11.781 10.771
C 7.405 11.079 10.874
C 16.578 12.389 15.056
C 16.993 7.632 13.642
C 8.450 10.979 12.044
C 13.153 11.747 12.214
H 15.962 12.223 6.689
H 7.957 10.723 13.013
H 10.489 12.285 7.039
H 18.496 14.603 10.476
H 13.495 8.680 9.332
H 15.186 7.808 10.612
H 16.490 14.027 16.484
H 10.304 6.783 9.479
H 17.617 10.527 15.261
H 8.384 13.306 7.895
H 14.062 10.236 16.168
H 15.827 14.375 14.828
H 17.767 8.360 13.413
H 14.751 13.494 11.055
H 17.684 11.608 16.720
H 15.664 11.941 15.472
H 17.666 9.473 11.688
H 21.278 14.503 12.648
H 14.296 13.291 9.379
H 16.777 7.808 14.703
H 7.984 11.227 9.958
H 17.630 14.244 15.009
H 15.939 6.316 11.215
H 15.177 9.658 5.947
H 19.256 10.884 9.533
H 19.941 13.024 11.525
H 13.377 10.073 14.530
H 12.553 11.613 10.267
H 10.800 14.436 12.479
H 9.778 12.236 12.818
H 12.529 13.705 14.069
H 12.304 15.500 15.706
H 11.272 10.099 8.136
H 19.695 8.086 11.645
H 12.385 14.001 16.608
H 18.712 11.873 15.341
H 15.194 11.361 9.845
H 11.591 15.793 13.398
H 13.051 10.738 12.669
H 6.826 11.965 11.053
H 11.581 8.594 15.252
H 19.268 10.303 12.001
H 13.143 13.956 10.542
H 6.750 10.200 10.784
H 16.983 7.757 10.896
H 13.347 11.788 7.470
H 11.879 9.269 10.359
H 17.754 10.006 9.287
H 10.055 7.958 10.850
H 10.800 14.771 16.307
H 9.409 13.354 10.152
H 11.442 6.810 10.839
H 17.383 6.614 13.529
H 14.878 7.409 12.949
H 9.293 14.653 7.760
H 9.970 15.247 13.800
H 13.069 7.724 15.516
H 10.373 11.950 8.799
H 17.669 11.364 10.320
H 13.379 9.480 6.339
H 11.436 13.261 8.174
H 14.558 9.515 7.567
H 11.125 12.018 14.990
H 12.204 12.228 12.353
H 9.129 10.107 11.805
H 18.110 15.321 12.096
H 12.272 8.374 16.884
H 11.936 11.144 16.853
H 13.953 11.959 5.820
H 17.415 13.809 11.713
H 10.336 8.619 7.809
H 19.100 13.191 13.052
H 14.999 9.620 12.023
H 13.983 12.173 12.765
H 16.498 11.382 13.270
H 9.886 9.796 9.097
*
```

Values from the calculation:
M, Da: 576.9
ΔE to the lowest compared entry with this formula, charge and spin, kJ/mol: 215.00
Lowest unoccupied orbital energy, eV: 0.4
Structure (SMILES): CC(C)O.CC(C)O.CC(C)O.CC(C)O.CC(C)O.CCO.CCO.CCO.CCO.CCO.CCO
Energy, Ha: -1901.82455

Löwdin atomic charge list, values in e, 99 entries: -0.11 -0.06 -0.05 -0.09 -0.12 -0.02 -0.10 -0.08 -0.05 -0.13 -0.09 -0.29 -0.07 -0.45 -0.23 -0.07 -0.05 -0.48 -0.37 -0.04 -0.07 -0.08 -0.05 -0.50 -0.08 -0.04 -0.37 -0.05 -0.08 -0.03 -0.33 -0.07 -0.47 -0.07 -0.49 -0.03 -0.28 -0.05 0.10 0.12 0.09 0.08 0.02 0.07 0.08 0.09 0.09 0.09 0.10 0.09 0.05 0.09 0.08 0.12 0.07 0.08 0.08 0.07 0.05 0.09 0.10 0.10 0.08 0.11 0.10 0.11 0.08 0.05 0.12 0.08 0.04 0.08 0.10 0.06 0.09 0.07 0.08 0.07 0.08 0.12 0.09 0.08 0.08 0.10 0.13 0.07 0.07 0.05 0.02 0.09 0.08 0.12 0.12 0.11 0.07 0.05 0.07 0.06 0.07

***

C44H36N8O2SeTa | ωB97M-V/def2-TZVPD

The geometry in ORCA input format:
```
! wB97M-V def2-TZVPD RIJCOSX def2/J DEFGRID3
* xyz 3 1
Ta 0.666 0.639 0.149
Se 1.017 3.380 3.349
O 0.891 -1.085 -0.448
O -1.018 0.722 0.831
N 1.097 -0.236 2.216
N 2.999 3.914 -1.436
N -0.590 0.776 -1.725
N 1.130 2.322 4.726
N 4.901 1.623 -0.101
N 2.956 0.662 0.195
N 1.080 2.041 2.159
N 1.418 2.494 -0.889
C 0.011 -3.523 -3.113
C 5.147 0.372 0.423
C -2.324 2.314 2.035
C 1.822 4.419 -1.949
C -2.677 1.299 -2.751
C 1.133 -1.334 2.933
C -0.268 0.007 -2.791
C -1.789 1.419 -1.702
C 1.065 -0.684 -2.776
C -2.567 4.411 3.204
C -4.677 0.812 1.218
C -2.153 2.272 -0.511
C 2.521 -2.403 -1.574
C 1.137 -1.787 -1.709
C 0.063 -2.841 -1.899
C 1.137 0.943 2.889
C -1.136 -0.147 -3.856
C -2.283 1.460 0.781
C -2.495 3.691 2.012
C 2.702 -3.383 -0.597
C -2.289 2.374 4.448
C 1.179 1.066 4.297
C 3.575 1.756 -0.220
C 1.219 -1.318 4.354
C -2.462 3.757 4.419
C -3.432 0.473 0.697
C 1.237 -0.143 5.050
C -3.283 -0.728 0.008
C 0.856 3.527 -1.630
C -2.357 0.502 -3.841
C -5.757 -0.044 1.052
C 5.033 -3.542 -1.161
C -0.820 -3.186 -0.885
C 2.724 2.768 -0.815
C 3.935 -0.219 0.596
C 4.855 -2.589 -2.149
C 3.949 -3.943 -0.385
C 3.603 -2.015 -2.353
C -1.819 -4.856 -2.301
C -1.758 -4.193 -1.086
C -5.603 -1.242 0.371
C -0.930 -4.520 -3.314
C -4.362 -1.583 -0.150
C -2.225 1.660 3.266
H 6.146 0.017 0.609
H -2.614 4.225 1.078
H -0.184 3.547 -1.897
H 5.686 -2.302 -2.781
H -3.051 0.390 -4.663
H -2.432 -4.466 -0.284
H 6.003 -3.998 -1.014
H 1.259 -1.112 -3.757
H 1.084 -2.271 2.389
H -0.851 -0.777 -4.687
H -4.813 1.740 1.759
H -2.538 4.315 5.343
H -6.446 -1.907 0.249
H -4.233 -2.515 -0.685
H -2.140 0.578 3.288
H -2.323 -1.012 -0.406
H 1.857 0.049 -2.579
H -3.624 1.817 -2.705
H -1.397 3.045 -0.343
H 1.251 -2.264 4.876
H 1.786 5.342 -2.501
H -3.097 2.772 -0.718
H 3.495 -1.288 -3.147
H 1.281 -0.117 6.132
H 5.612 2.294 -0.349
H -6.721 0.225 1.463
H -2.544 -5.644 -2.456
H 3.905 4.348 -1.540
H 0.724 -3.308 -3.901
H 4.076 -4.715 0.363
H -0.778 -2.681 0.072
H -2.234 1.858 5.398
H 1.849 -3.730 -0.024
H -2.728 5.480 3.174
H 3.706 -1.214 0.940
H -0.958 -5.048 -4.258
*
```

Values from the calculation:
M, Da: 968.7
ΔE to the lowest compared entry with this formula, charge and spin, kJ/mol: 0.00
Lowest unoccupied orbital energy, eV: -9.4
Energy, Ha: -4744.62406

Charges obtained by Löwdin population analysis, quoted in units of e: 1.94 1.31 -0.29 -0.29 -0.01 0.17 0.03 -0.16 0.17 -0.01 -0.28 -0.02 -0.02 0.00 -0.20 0.00 0.03 -0.03 -0.21 -0.24 -0.06 -0.06 -0.01 -0.05 -0.17 -0.36 -0.17 -0.50 0.04 -0.35 -0.03 -0.03 -0.07 -0.34 -0.25 0.01 -0.07 -0.16 0.08 -0.03 -0.06 0.03 -0.04 -0.05 -0.05 -0.24 -0.06 -0.06 -0.05 -0.03 -0.05 -0.06 -0.05 -0.04 -0.05 -0.04 0.15 0.12 0.11 0.12 0.14 0.12 0.12 0.14 0.14 0.14 0.13 0.12 0.12 0.10 0.13 0.09 0.12 0.14 0.10 0.13 0.15 0.15 0.11 0.15 0.19 0.12 0.12 0.19 0.13 0.12 0.10 0.12 0.12 0.12 0.12 0.12

***

C31H75F2N6O12S2V | ωB97M-V/def2-TZVPD

The geometry in ORCA input format:
```
! wB97M-V def2-TZVPD RIJCOSX def2/J DEFGRID3
* xyz 0 1
V -1.315 -0.738 2.110
S 0.509 0.916 -0.279
S -0.563 -0.946 -1.207
F -1.431 -2.190 -0.751
F 0.041 1.897 0.907
O 1.814 0.493 0.124
O -2.326 -2.018 1.949
O 6.764 1.367 -3.870
O 0.295 1.732 -1.456
O -2.151 0.528 2.582
O -1.199 -1.340 4.487
O -1.393 -0.377 -2.252
O 1.432 -3.573 0.372
O 0.641 -1.576 -1.700
O -0.284 4.473 4.598
O -8.050 0.982 -1.190
O 0.979 8.260 -1.950
N 0.675 -1.750 2.450
N 4.616 1.554 -2.082
N 1.626 4.617 -2.259
N 1.939 -4.624 1.143
N -6.694 1.278 -1.450
N -0.610 -0.231 0.202
C 1.711 -0.390 4.176
C -2.175 -1.363 5.533
C 0.991 -6.447 -0.208
C 4.093 -3.471 1.676
C 1.435 5.679 -0.068
C -0.101 -2.206 4.619
C -3.928 2.120 -1.846
C -5.957 3.022 0.324
C -6.864 3.271 -2.823
C 3.098 -7.179 2.077
C 1.075 5.772 -1.570
C 1.634 -6.853 2.229
C -4.855 1.791 -3.054
C 5.074 0.229 -2.535
C -7.045 1.022 -3.965
C 1.138 -1.753 3.856
C -0.414 8.389 -2.127
C 1.104 -5.836 1.175
C 7.869 1.188 -4.768
C 3.395 -4.753 1.197
C -5.860 1.571 -0.256
C 5.796 0.297 -3.857
C -0.456 3.236 3.935
C -4.368 1.332 -0.654
C -6.260 0.585 0.889
C -0.430 -5.460 1.565
C 3.976 -4.961 -0.217
C 1.592 7.057 -2.268
C 3.798 -5.856 2.184
C 4.000 -0.868 -2.635
C -6.406 1.812 -2.783
H -6.735 3.517 -3.882
H 0.804 -2.655 1.993
H -3.690 1.541 0.176
H 0.532 4.900 4.327
H 3.282 -7.848 2.916
H 5.171 -3.580 1.790
H 2.542 -0.189 3.504
H 3.751 -3.205 2.678
H 6.272 -0.654 -4.108
H -0.718 7.912 -3.065
H -4.522 0.817 -3.416
H -1.788 -0.918 6.450
H 3.222 -7.530 1.051
H -1.127 -5.917 0.865
H -2.509 -2.371 5.783
H 0.180 -2.262 5.674
H -0.015 5.832 -1.606
H 5.045 -4.735 -0.253
H 1.483 -1.329 1.988
H 2.629 4.489 -2.289
H 0.459 -7.401 -0.143
H -1.051 7.879 -1.399
H -4.686 2.479 -3.884
H 3.631 -4.176 -0.896
H 8.312 0.217 -4.550
H 3.439 -0.899 -1.704
H -6.170 3.958 -2.338
H -5.466 3.749 -0.318
H 5.747 -0.087 -1.733
H -0.728 -5.753 2.572
H -5.560 0.659 1.721
H -4.316 0.266 -0.892
H -7.879 3.510 -2.510
H -0.019 3.125 2.943
H -1.529 3.059 3.971
H 3.925 -2.736 0.888
H -2.951 -0.818 4.998
H 7.620 1.354 -5.820
H 1.864 -2.551 4.021
H 1.050 -7.771 2.137
H -8.037 0.022 -1.235
H 2.014 -0.434 5.224
H 1.278 3.799 -1.776
H 0.895 0.335 4.177
H 5.148 0.640 -4.670
H 3.732 -5.498 3.215
H -3.836 3.178 -1.596
H 1.348 -3.901 -0.536
H -0.393 -3.173 4.201
H 3.306 -0.783 -3.473
H 1.674 6.888 -3.348
H 0.474 -5.887 -0.987
H 3.884 -5.909 -0.745
H -7.305 0.563 1.193
H -0.514 -4.376 1.493
H 5.432 2.124 -1.889
H -6.111 -0.445 0.546
H 8.553 2.020 -4.597
H 1.471 -6.471 3.240
H 2.654 7.164 -2.026
H -2.954 1.781 -2.203
H 1.301 4.644 0.252
H -7.402 0.031 -3.681
H -7.786 1.622 -4.488
H -0.649 9.450 -2.141
H 4.620 -1.734 -2.876
H -6.268 0.761 -4.686
H 1.932 -6.841 -0.599
H -5.459 2.995 1.295
H -6.999 3.261 0.540
H 4.258 1.966 -2.940
H 0.863 6.324 0.599
H 4.868 -5.986 2.003
H 0.024 2.466 4.550
H 2.514 5.808 0.044
*
```

Values from the calculation:
M, Da: 877.0
Lowest unoccupied orbital energy, eV: -1.2
Energy, Ha: -4397.42355

Löwdin atomic charge list, values in e, 99 entries: 0.87 0.55 0.47 -0.18 -0.20 -0.25 -0.30 -0.22 -0.22 -0.31 -0.27 -0.24 -0.05 -0.24 -0.12 -0.01 -0.18 0.04 0.05 0.04 -0.11 -0.13 -0.33 -0.01 -0.03 -0.05 -0.03 -0.05 -0.19 -0.18 -0.03 -0.04 -0.18 -0.42 -0.15 -0.11 -0.44 -0.02 -0.38 -0.11 -0.44 -0.10 -0.50 -0.46 -0.21 -0.16 -0.15 -0.04 0.01 -0.03 -0.23 -0.15 -0.05 -0.48 0.08 0.07 0.11 0.07 0.12 0.09 0.10 0.07 0.12 0.09 0.11 0.10 0.11 0.08 0.10 0.14 0.12 0.09 0.09 0.07 0.09 0.08 0.12 0.08 0.08 0.06 0.07 0.06 0.14 0.07 0.08 0.12 0.09 0.06 0.08 0.08 0.10 0.08 0.14 0.12 0.10 0.10 0.03 0.07 0.13